Arrangement one

An isolated molecule of C6H9NO2, computed with ωB97M-V/def2-TZVPD.

Element x y z (Å)
O -0.6790 -0.9446 -0.5884
O 1.2056 2.6088 -0.1285
N -0.7850 1.5651 -0.9005
C 0.2623 2.0038 -0.4943
C 0.5249 -0.4362 -0.0804
C 1.5553 -0.5578 -1.1760
C 0.9769 -0.8269 1.2890
C -1.0166 0.3584 -0.1644
C -2.4277 0.2114 0.3452
H 1.8833 -0.2591 1.5377
H 0.2341 -0.6054 2.0579
H -3.1017 0.3638 -0.5111
H -2.6430 -0.7702 0.7746
H -2.6716 0.9842 1.0789
H 1.2426 -1.8873 1.3391
H 1.8448 -1.6094 -1.2872
H 2.4495 0.0271 -0.9563
H 1.1453 -0.2256 -2.1353

Calculated values
LUMO in eV: 0.8
HOMO-LUMO gap in eV: 9.6
HOMO in eV: -8.8
Net charge: 0
Multiplicity: 1

---

Arrangement two

An isolated molecule of C6H9NO2, computed with ωB97M-V/def2-TZVPD.

Element x y z (Å)
O 0.9180 -3.0880 -0.4851
O -2.4002 1.0518 -0.8244
N 2.4437 -1.5945 -1.0816
C -0.2331 -0.4849 1.7134
C 0.0484 -0.5317 -0.8878
C 1.1656 -1.9160 -0.7242
C -0.9037 2.4887 0.3371
C -0.3716 -0.1865 0.2755
C -1.2571 1.2829 -0.1113
H 2.6008 -0.6445 -1.3871
H 3.0874 -2.3394 -1.3223
H 0.0959 2.6797 0.7088
H -1.2177 -0.6515 2.1613
H -3.0028 1.8107 -0.7293
H -1.5064 3.3757 0.1484
H 0.3684 -1.3824 1.8804
H -0.0732 -0.2199 -1.9112
H 0.2375 0.3497 2.2393

Calculated values
LUMO in eV: 0.7
HOMO-LUMO gap in eV: 9.6
HOMO in eV: -8.9
Net charge: 0
Multiplicity: 1

---

Which of them is the least stable? Correct choice: arrangement one.

---

Arrangement one

A structure of composition C6H9NO2, computed with ωB97M-V/def2-TZVPD.

Element x y z (Å)
O 1.9332 0.5959 1.3243
O -0.7666 1.2979 0.6050
N 2.1241 -0.3219 -0.6337
C -0.9738 -0.0153 -1.0586
C -2.2924 -1.1958 0.9461
C -1.0957 -1.0284 0.0456
C -1.5499 1.3184 -0.6126
C 1.3457 -0.0341 0.4261
C -0.1166 0.1098 0.1905
H -3.1655 -1.5174 0.3615
H -0.6076 -1.9685 -0.2256
H -2.6296 1.3708 -0.4126
H -1.2401 2.1563 -1.2505
H -0.6606 -0.2681 -2.0702
H -2.5490 -0.2627 1.4628
H -2.0898 -1.9599 1.7086
H 1.9603 -1.2060 -1.0962
H 3.0548 0.2158 -0.4509

Calculated values
LUMO in eV: 0.7
HOMO-LUMO gap in eV: 10.1
HOMO in eV: -9.4
Net charge: 0
Multiplicity: 1

---

Arrangement two

An isolated molecule of C6H9NO2, computed with ωB97M-V/def2-TZVPD.

Element x y z (Å)
O -1.8735 1.5915 0.4080
O -2.3437 -0.5644 -1.2173
N -1.4041 0.2986 0.6674
C 1.7300 0.6028 0.0237
C 0.3639 -1.4772 1.0356
C 0.9858 -0.2730 0.5742
C -0.5796 -1.7866 -0.1729
C 1.2532 1.8673 -0.4893
C -1.5773 -0.6492 -0.2887
H 0.3125 2.0998 -0.0649
H 1.1296 1.6321 -1.6223
H 1.1220 -2.2883 1.2427
H -2.2917 1.5493 -0.5796
H 1.8581 2.6031 -0.2539
H -0.2029 -1.2233 1.9984
H -1.1737 -2.8139 -0.0082
H 2.7923 0.5600 -0.1709
H -0.1008 -1.7287 -1.0819

Calculated values
LUMO (alpha / beta) in eV: -1.1 / -0.6
HOMO-LUMO gap (alpha / beta) in eV: 6.9 / 7.9
HOMO (alpha / beta) in eV: -7.9 / -8.5
Net charge: 0
Multiplicity: 1

---

Which of them is the least stable? Correct choice: arrangement two.

---

Arrangement one

The ion C6H14N2 with charge -1, computed with ωB97M-V/def2-TZVPD.

Element x y z (Å)
N 0.9940 -1.5550 -0.4934
N -0.4359 2.4033 0.4724
C 0.3063 -0.7264 -2.7186
C 0.1544 -1.0724 0.5273
C -0.4000 0.6509 2.3091
C 0.5208 -0.0930 1.3680
C 0.2923 -1.9029 -1.7284
C -1.1654 1.8557 1.6289
H 0.0794 0.2464 -2.2571
H 1.3714 -0.4764 -2.9252
H -0.1338 -1.1012 -3.6480
H 1.9075 -1.1840 -0.6953
H 0.0859 1.2254 3.0829
H -1.4721 2.6217 2.3213
H 0.8726 -2.8667 -1.9678
H -0.3557 1.5842 -0.1102
H 0.4570 2.7766 0.7501
H -0.7611 -2.2806 -1.6085
H -0.7528 -1.6306 0.5293
H -2.0946 1.4028 1.2589
H 1.5514 0.2215 1.1583
H -1.0216 -0.0994 2.7460

Calculated values
LUMO (alpha / beta) in eV: 3.8 / 3.7
HOMO-LUMO gap (alpha / beta) in eV: 2.4 / 8.0
HOMO (alpha / beta) in eV: 1.4 / -4.3
Net charge: -1
Multiplicity: 2

---

Arrangement two

A cluster of 2 separate species, C6H14N2 in total, computed with ωB97M-V/def2-TZVPD.

Element x y z (Å)
N 0.6119 1.1027 -2.9421
N 0.6245 -0.0657 1.5444
C -0.0140 1.0887 -1.6640
C 1.8908 0.0214 2.2620
C -0.1746 0.7622 -3.9315
C -1.0641 1.8959 -1.4105
C -1.0808 -1.7638 0.8135
C -0.1591 -1.2661 1.9191
H -1.5565 1.8973 -0.4309
H -0.5146 -1.9919 -0.0994
H 2.4436 0.9611 2.0546
H 0.4728 0.4625 -0.9395
H 1.8316 -0.0596 3.3537
H 0.1542 0.8185 1.7453
H -1.4711 2.5431 -2.1994
H -0.7157 -1.1001 2.8883
H -1.2979 0.5113 -3.8092
H -1.4879 -2.7311 1.1132
H 0.2483 0.6170 -4.9458
H 0.4722 -2.0248 2.2750
H 2.5935 -0.7721 1.9245
H -1.8070 -0.9064 0.4787

Calculated values
LUMO (alpha / beta) in eV: 3.3 / 3.3
HOMO-LUMO gap (alpha / beta) in eV: 2.4 / 6.6
HOMO (alpha / beta) in eV: 0.9 / -3.4
Net charge: -1
Multiplicity: 2

---

Which of them is the least stable? Correct choice: arrangement two.

---

Arrangement one

A structure of composition C6H14N2, computed with ωB97M-V/def2-TZVPD.

Element x y z (Å)
N -0.2672 -3.2611 -1.1657
N -1.4594 -1.2777 -0.6654
C 0.9161 2.1385 1.3315
C -0.2519 -2.0088 -0.3873
C 2.2127 1.3786 0.8584
C -0.5135 1.1998 -0.6238
C -1.4724 0.0628 -0.0961
C -0.1685 2.2672 0.3641
H -1.0251 -3.8758 -0.8875
H 0.6514 -1.4806 -0.7300
H 2.9546 1.3036 1.6580
H 0.5808 -3.7595 -0.9202
H -0.8625 1.4795 -1.6256
H -1.3449 -0.0335 0.9864
H 0.4372 0.6570 -0.7704
H -2.4720 0.4799 -0.2750
H 1.2110 0.8080 1.1724
H -0.6759 3.2271 0.2976
H -1.5993 -1.3091 -1.6595
H 0.6567 2.2154 2.3894
H -0.1524 -2.1822 0.6928
H 2.6445 1.9711 0.0557

Calculated values
LUMO (alpha / beta) in eV: 3.8 / 3.8
HOMO-LUMO gap (alpha / beta) in eV: 3.8 / 5.0
HOMO (alpha / beta) in eV: 0.0 / -1.2
Net charge: -1
Multiplicity: 2

---

Arrangement two

The ion C6H14N2 with charge -1, computed with ωB97M-V/def2-TZVPD.

Element x y z (Å)
N 0.7932 1.4077 -1.9267
N -0.9804 -1.5867 -0.3813
C -0.4993 1.5026 0.1556
C 0.1673 1.2003 2.5771
C -0.6828 1.0222 1.5656
C 0.0446 -2.7001 -0.0652
C -0.2950 -0.6130 -1.2767
C 0.4599 0.6463 -0.6904
H -0.1134 2.5237 0.1625
H -1.0229 -0.1172 -1.9237
H 0.0856 -3.3761 -0.9202
H -1.4152 0.2348 1.8479
H 0.9490 -2.1338 0.2375
H 1.4266 0.3554 -0.2922
H 0.3716 -1.1990 -1.9189
H 0.0559 0.6895 3.5112
H -1.4725 1.5721 -0.3202
H -0.3791 -3.3555 0.6939
H 0.9571 1.9361 2.4939
H -1.2068 -1.1501 0.5268
H 1.2203 2.3032 -1.6888
H 1.5362 0.8374 -2.3676

Calculated values
LUMO (alpha / beta) in eV: 4.1 / 4.1
HOMO-LUMO gap (alpha / beta) in eV: 2.7 / 9.4
HOMO (alpha / beta) in eV: 1.3 / -5.4
Net charge: -1
Multiplicity: 2

---

Which of them is the least stable? Correct choice: arrangement one.

---

Arrangement one

An isolated molecule of CH3N3O2S, computed with ωB97M-V/def2-TZVPD.

Element x y z (Å)
S 1.2841 0.4997 -1.1523
O 1.0074 -2.0691 -1.4298
O -1.7705 0.7156 1.2873
N -0.9345 0.3558 0.4559
N 0.8912 -1.2221 -0.5998
N -0.9702 -0.7146 -0.2468
C 0.4327 1.0634 0.3026
H -1.5643 -1.5057 -0.0530
H 1.1394 0.7240 1.1239
H 0.4846 2.1530 0.3120

Calculated values
LUMO (alpha / beta) in eV: -0.5 / -0.5
HOMO-LUMO gap (alpha / beta) in eV: 8.2 / 8.2
HOMO (alpha / beta) in eV: -8.7 / -8.7
Net charge: 0
Multiplicity: 1

---

Arrangement two

An isolated molecule of CH3N3O2S, computed with ωB97M-V/def2-TZVPD.

Element x y z (Å)
S 1.4363 0.0999 -0.0755
O 1.9391 -0.7368 0.9423
O 1.2272 -0.3541 -1.4183
N 1.3945 1.5569 0.1483
N -0.5840 -0.3723 0.6478
N -2.2942 -0.9471 -0.9493
C -1.5352 -0.4752 -0.1197
H 1.6989 1.5101 1.1277
H -0.4701 0.2529 1.4305
H -2.8125 -0.5345 -1.7338

Calculated values
LUMO in eV: 0.3
HOMO-LUMO gap in eV: 11.1
HOMO in eV: -10.8
Net charge: 0
Multiplicity: 1

---

Arrangement three

An isolated molecule of CH3N3O2S, computed with ωB97M-V/def2-TZVPD.

Element x y z (Å)
S -1.2384 1.3385 -0.1115
O 1.4578 -0.8765 -0.9722
O -2.8279 -0.6186 -0.2552
N -1.6709 -0.2541 -0.2136
N 0.0088 -1.2644 0.8034
N 0.6876 -0.4819 0.2773
C 0.4992 0.9364 0.3265
H 0.6538 1.3567 1.2378
H 1.1441 1.6543 -0.1829
H 1.2860 -1.7904 -0.9096

Calculated values
LUMO in eV: -0.6
HOMO-LUMO gap in eV: 8.5
HOMO in eV: -9.1
Net charge: 0
Multiplicity: 1

---

Which of them is the least stable? Correct choice: arrangement three.